Entry 1:
Here is a molecular structure, C66H44I4N7OTaTe from the OMol25 dataset. Energies are from wB97M-V/def2-TZVPD.

The geometry in XYZ format:
```
124
C66H44I4N7OTaTe (wB97M-V/def2-TZVPD)
Ta 0.0742 0.1302 -0.0136
I -1.9670 -1.0296 -9.2222
C -1.1254 -0.9210 -7.3329
C -1.7030 -1.5941 -6.2649
C -1.1283 -1.5197 -5.0083
C 0.0541 -0.8039 -4.7677
C 0.5663 -0.0699 -5.8470
C 0.0028 -0.1406 -7.1073
C 0.5638 -0.7522 -3.3753
C 0.2267 -1.7870 -2.4998
C 0.0307 -3.1474 -2.9013
C -0.0559 -3.8875 -1.7750
C 0.0639 -2.9927 -0.6699
C 0.0319 -3.4043 0.6488
C -0.2777 -4.8325 0.9302
C -1.5481 -5.3275 0.6540
C -1.8584 -6.6495 0.9292
C -0.8943 -7.4863 1.4778
I -1.3607 -9.4661 1.8966
C 0.3802 -7.0025 1.7470
C 0.6841 -5.6774 1.4760
C 0.2241 -2.5407 1.7203
N 0.4757 -1.1857 1.6430
C 0.3673 -0.7368 2.9534
C 0.5667 0.5619 3.3929
C 0.2920 0.8870 4.8134
C 1.3148 1.2238 5.6958
C 1.0324 1.5120 7.0210
C -0.2810 1.4701 7.4744
I -0.7077 1.9162 9.4557
C -1.3077 1.1240 6.6041
C -1.0176 0.8293 5.2830
C 1.1389 1.5096 2.5520
C 1.7500 2.7241 2.9639
C 2.4900 3.1664 1.9133
C 2.2544 2.2814 0.8262
N 1.3897 1.2693 1.2081
C 2.8778 2.3583 -0.4100
C 2.5380 1.5502 -1.4752
C 3.2104 1.6024 -2.7220
C 2.5308 0.8103 -3.5836
C 1.4385 0.2350 -2.8702
N 1.4736 0.6395 -1.5423
C 4.0247 3.3037 -0.5487
C 3.8882 4.5401 -1.1687
C 4.9669 5.4048 -1.2645
C 6.2000 5.0309 -0.7459
I 7.8201 6.3204 -0.8926
C 6.3478 3.7966 -0.1268
C 5.2615 2.9420 -0.0246
C 0.1117 -1.8286 3.8365
C 0.0502 -2.9450 3.0780
N 0.2605 -1.6971 -1.1250
H -2.6136 -2.1599 -6.4032
H -1.6568 -1.9903 -4.1912
H 1.3915 0.6049 -5.7301
H 0.4397 0.4277 -7.9167
H 0.0612 -3.5073 -3.9140
H -0.1344 -4.9571 -1.6922
H -2.3033 -4.6766 0.2308
H -2.8490 -7.0262 0.7170
H 1.1344 -7.6543 2.1647
H 1.6789 -5.3031 1.6831
H 2.3431 1.2354 5.3578
H 1.8348 1.7628 7.7001
H -2.3281 1.0808 6.9577
H -1.8197 0.5537 4.6084
H 1.6873 3.1479 3.9509
H 3.1520 4.0147 1.8777
H 4.1230 2.1458 -2.8978
H 2.8398 0.5404 -4.5735
H 2.9342 4.8464 -1.5730
H 4.8478 6.3674 -1.7414
H 7.3057 3.5001 0.2761
H 5.3797 1.9834 0.4640
H 0.0264 -1.7437 4.9054
H -0.1098 -3.9583 3.4012
C -3.2175 0.6740 -3.6659
C -1.9867 0.9178 -2.8517
N -1.6937 0.2564 -1.7817
N -2.6259 -0.7515 -1.4777
C -2.5884 -1.0654 -0.2337
O -1.7110 -0.4899 0.5824
C -3.4495 -2.0954 0.3640
C -3.3616 -2.3657 1.7283
C -4.1455 -3.3621 2.2857
C -5.0142 -4.0906 1.4846
C -5.1040 -3.8213 0.1242
C -4.3279 -2.8239 -0.4392
C -1.1091 2.0332 -3.2984
C -1.1115 2.4435 -4.6280
C -0.2776 3.4833 -5.0107
C 0.5196 4.0880 -4.0558
C 0.4359 3.6315 -2.7500
N -0.3521 2.6326 -2.3722
H -3.8527 -0.0839 -3.2260
H -2.9345 0.3634 -4.6702
H -3.7707 1.6097 -3.7584
H -2.6796 -1.7981 2.3469
H -4.0790 -3.5731 3.3440
H -5.6271 -4.8672 1.9198
H -5.7850 -4.3878 -0.4959
H -4.3930 -2.6052 -1.4957
H -1.7334 1.9553 -5.3618
H -0.2593 3.8141 -6.0397
H 1.1829 4.9027 -4.3061
H 1.0235 4.0917 -1.9669
C -2.0457 2.7190 2.3287
Te -1.5863 2.5086 0.2467
C -0.5904 4.3709 0.5579
C -1.4211 5.0268 1.6325
C -1.4815 6.4080 1.7648
C -2.2643 6.9768 2.7572
C -2.9943 6.1679 3.6157
C -2.9379 4.7892 3.4867
C -2.1474 4.2137 2.4999
H -1.2388 2.2944 2.9266
H -2.9728 2.1940 2.5535
H -0.5864 4.9299 -0.3737
H 0.4313 4.1783 0.8762
H -0.9217 7.0408 1.0884
H -2.3154 8.0521 2.8528
H -3.6161 6.6117 4.3802
H -3.5143 4.1587 4.1511
```

Calculated values
HOMO energy, eV: -12.04
Frontier orbital gap, Eh: 0.199
Total charge: +2
Relative energy (zero: lowest compared OMol25 entry of this formula, charge and spin), kcal per mole: 2.4
Multiplicity: 1
Calculated total energy, eV: -122872.768


Entry 2:
Here is 11 unconnected molecules or ions with the total composition C66H44O22 in a non-equilibrium geometry from the OMol25 dataset. Energies are from wB97M-V/def2-TZVPD.

The geometry in XYZ format:
```
132
C66H44O22 (wB97M-V/def2-TZVPD)
C -4.5359 3.1196 1.5285
C -5.2021 2.9570 2.7093
C -5.0500 3.9417 3.7972
O -5.5161 3.8042 4.8911
C -4.4689 5.2542 3.3121
C -3.7832 5.3582 2.1920
C -3.5900 4.2789 1.1865
O -2.8918 4.3081 0.1911
H -4.5647 2.2443 0.8966
H -5.6080 1.9650 2.8414
H -4.6248 6.1958 3.8175
H -3.4307 6.3338 1.8914
C 4.7917 -3.7001 3.9289
C 4.9828 -3.5373 5.2451
C 4.8650 -2.2833 5.9544
O 5.0896 -2.1754 7.1616
C 4.3518 -1.1875 5.0906
C 4.1932 -1.3030 3.7598
C 4.4604 -2.5468 3.0435
O 4.4999 -2.5598 1.8143
H 4.8584 -4.6459 3.4117
H 5.1856 -4.4096 5.8486
H 4.2063 -0.2794 5.6568
H 3.9798 -0.4659 3.1116
C -3.6586 -1.3909 -5.7216
C -2.8943 -0.9914 -6.7594
C -1.5545 -0.3746 -6.7080
O -0.8193 -0.0745 -7.6760
C -1.2307 -0.2128 -5.3462
C -1.9373 -0.5326 -4.2326
C -3.2487 -1.2755 -4.2913
O -3.8495 -1.8546 -3.3999
H -4.6569 -1.7962 -5.7958
H -3.1988 -1.2052 -7.7733
H -0.2710 0.2594 -5.1964
H -1.4821 -0.2732 -3.2882
C 2.0781 -7.6952 3.2196
C 2.0417 -6.5794 2.4189
C 1.6975 -5.2354 2.9440
O 1.6045 -4.3245 2.1946
C 1.6785 -5.1477 4.3705
C 1.6539 -6.2155 5.2153
C 1.7598 -7.6003 4.6947
O 1.6155 -8.6276 5.3975
H 2.4565 -8.6509 2.8883
H 2.4453 -6.5497 1.4175
H 1.4560 -4.1678 4.7665
H 1.5382 -6.1897 6.2887
C 3.2570 2.7077 -3.6421
C 2.1190 2.1219 -3.2846
C 2.0024 1.0538 -2.2754
O 0.9458 0.7286 -1.8620
C 3.2151 0.5746 -1.6983
C 4.4012 1.0696 -2.1299
C 4.5580 2.2629 -3.0441
O 5.7213 2.7334 -3.3068
H 3.2887 3.4162 -4.4566
H 1.2257 2.5436 -3.7212
H 3.2737 -0.1446 -0.8948
H 5.3028 0.6907 -1.6715
C 0.4231 4.8872 -0.0328
C 0.3542 5.7617 0.9787
C -0.3336 7.0579 0.8462
O -0.3969 7.9146 1.7263
C -0.9648 7.3020 -0.5013
C -0.8888 6.3284 -1.4586
C -0.0184 5.1098 -1.3955
O 0.3844 4.4315 -2.3530
H 0.8804 3.9303 0.1715
H 0.6044 5.4121 1.9695
H -1.6735 8.1170 -0.4967
H -1.6076 6.4040 -2.2611
C 3.6795 4.0242 3.2364
C 3.5194 2.9366 2.4477
C 4.6351 2.3454 1.7842
O 4.4551 1.3124 1.1134
C 5.8843 2.9363 2.0772
C 6.0497 4.0226 2.8246
C 4.9620 4.7384 3.5075
O 5.1023 5.6918 4.2398
H 2.8488 4.2037 3.9027
H 2.6099 2.4683 2.1013
H 6.6697 2.2485 1.8008
H 7.0425 4.4475 2.8150
C -1.9090 -4.1268 2.2679
C -1.8935 -4.7933 1.0704
C -3.0265 -4.8802 0.1227
O -2.8525 -5.2623 -0.9953
C -4.2417 -4.2425 0.7763
C -4.2518 -3.6384 2.0022
C -3.0782 -3.4188 2.8569
O -3.1924 -2.7310 3.8823
H -0.9591 -4.1198 2.7817
H -1.0143 -5.3573 0.7962
H -5.1534 -4.2051 0.1985
H -5.1785 -3.3061 2.4462
C -3.9877 3.3855 -3.0619
C -5.2934 3.7515 -3.1732
C -6.3452 2.9308 -2.4941
O -7.5754 2.9373 -2.5228
C -5.7293 1.7081 -1.9240
C -4.3807 1.5569 -1.7038
C -3.3715 2.3150 -2.2812
O -2.1679 1.9651 -2.3000
H -3.2941 4.0119 -3.6032
H -5.6728 4.6019 -3.7202
H -6.4055 0.9518 -1.5537
H -4.0816 0.7846 -1.0106
C -0.6266 -4.3240 -3.9990
C 0.4019 -3.9914 -3.1818
C 1.5903 -3.2697 -3.6003
O 2.5626 -3.1416 -2.8797
C 1.5391 -2.8750 -5.0569
C 0.6027 -3.3132 -5.9016
C -0.6289 -3.9934 -5.4795
O -1.5354 -4.3583 -6.2469
H -1.4832 -4.8508 -3.6051
H 0.1865 -4.3601 -2.1898
H 2.3141 -2.2433 -5.4654
H 0.5588 -2.7753 -6.8371
C -0.9945 0.5059 0.5133
C -1.2317 -0.6982 -0.0535
C -0.1902 -1.7778 -0.0265
O -0.2540 -2.9156 -0.5351
C 1.0979 -1.3024 0.5210
C 1.3316 -0.1392 1.0722
C 0.2793 0.9530 1.0747
O 0.3853 2.1542 1.3657
H -1.8445 1.1690 0.4481
H -2.1514 -1.0041 -0.5299
H 1.8453 -2.0699 0.3839
H 2.3473 0.0508 1.3864
```

Calculated values
HOMO energy, eV: -10.06
Frontier orbital gap, Eh: 0.279
Total charge: 0
Relative energy (zero: lowest compared OMol25 entry of this formula, charge and spin), kcal per mole: 95.1
Multiplicity: 1
Calculated total energy, eV: -114181.656


Entry 3:
Here is a molecular structure, C66H62N6OP2PtS4 in a non-equilibrium geometry from the OMol25 dataset. Energies are from wB97M-V/def2-TZVPD.

The geometry in XYZ format:
```
142
C66H62N6OP2PtS4 (wB97M-V/def2-TZVPD)
Pt 0.3689 -0.9862 -0.3579
N 1.3496 -4.0903 -0.8673
P 1.0277 -3.4849 -2.3832
C 2.4818 -2.6581 -3.0404
C 2.6537 -1.2783 -2.9542
C 3.8529 -0.7102 -3.3597
C 4.8755 -1.5067 -3.8525
C 4.7040 -2.8824 -3.9487
C 3.5125 -3.4590 -3.5432
C 0.7048 -4.8839 -3.4432
C 0.3042 -6.1018 -2.8964
C 0.0059 -7.1646 -3.7352
C 0.0923 -7.0075 -5.1107
C 0.4744 -5.7886 -5.6577
C 0.7770 -4.7236 -4.8280
P 1.2176 -3.0020 0.4683
C -0.0825 -3.7778 1.4798
C 0.0460 -5.0968 1.9184
C -0.9758 -5.7046 2.6278
C -2.1402 -4.9992 2.9087
C -2.2833 -3.6953 2.4616
C -1.2596 -3.0887 1.7465
C 2.7717 -3.4712 1.2928
C 3.9300 -3.4493 0.5174
C 5.1527 -3.8124 1.0653
C 5.2225 -4.1968 2.3937
C 4.0738 -4.1967 3.1778
C 2.8550 -3.8245 2.6372
H 2.0894 -4.7834 -0.8240
H 1.8508 -0.6442 -2.5982
H 3.9843 0.3615 -3.2907
H 5.8079 -1.0581 -4.1686
H 5.4994 -3.5050 -4.3354
H 3.3865 -4.5324 -3.6202
H 0.2212 -6.2152 -1.8231
H -0.2892 -8.1160 -3.3144
H -0.1426 -7.8384 -5.7624
H 0.5456 -5.6740 -6.7307
H 1.0762 -3.7725 -5.2521
H 0.9513 -5.6554 1.7109
H -0.8648 -6.7264 2.9653
H -2.9299 -5.4675 3.4812
H -3.1928 -3.1469 2.6715
H -1.3653 -2.0638 1.4087
H 3.8870 -3.1337 -0.5208
H 6.0459 -3.7909 0.4552
H 6.1698 -4.4957 2.8225
H 4.1293 -4.4921 4.2176
H 1.9721 -3.8031 3.2602
N 0.2070 0.4475 1.0925
S -0.5557 1.5617 1.6053
N -2.0182 1.8894 0.8249
S -2.3078 2.9073 -0.2927
N -1.6352 2.7345 -1.6796
S -1.2812 1.2098 -2.2140
N -0.1025 0.5357 -1.6632
C -1.0524 1.5723 -3.9319
C -1.0790 0.4783 -4.7884
C -0.8407 0.6828 -6.1365
C -0.5695 1.9612 -6.6092
C -0.5181 3.0374 -5.7362
C -0.7565 2.8488 -4.3815
C -2.8719 0.3944 -2.1381
C -3.8857 0.7846 -3.0071
C -5.1498 0.2436 -2.8501
C -5.3938 -0.6742 -1.8348
C -4.3762 -1.0506 -0.9717
C -3.1082 -0.5053 -1.1109
C -4.0738 2.8762 -0.4487
C -4.6245 3.6378 -1.4730
C -6.0009 3.7145 -1.5745
C -6.8036 3.0375 -0.6614
C -6.2357 2.2683 0.3420
C -4.8541 2.1826 0.4598
C -2.0080 4.6105 0.1112
C -1.3697 5.4548 -0.7810
C -1.1537 6.7736 -0.4053
C -1.5734 7.2237 0.8365
C -2.2247 6.3651 1.7149
C -2.4483 5.0496 1.3531
C 0.3921 3.0576 1.4810
C 1.1295 3.1756 0.3064
C 1.9373 4.2929 0.1687
C 2.0355 5.2308 1.1892
C 1.3170 5.0696 2.3661
C 0.4823 3.9709 2.5181
C -1.2299 1.2582 3.2138
C -2.1010 2.1522 3.8305
C -2.3668 2.0123 5.1812
C -1.7375 1.0079 5.9075
C -0.8611 0.1334 5.2845
C -0.5741 0.2635 3.9321
H -1.2764 -0.5143 -4.4007
H -0.8707 -0.1541 -6.8209
H -0.3939 2.1170 -7.6652
H -0.3013 4.0290 -6.1093
H -0.7087 3.6737 -3.6872
H -3.6891 1.4980 -3.7973
H -5.9467 0.5400 -3.5188
H -6.3843 -1.0934 -1.7166
H -4.5653 -1.7703 -0.1861
H -2.3144 -0.7730 -0.4258
H -3.9848 4.1627 -2.1719
H -6.4505 4.3089 -2.3581
H -7.8801 3.1140 -0.7355
H -6.8661 1.7410 1.0452
H -4.3856 1.5930 1.2359
H -1.0392 5.0793 -1.7381
H -0.6549 7.4488 -1.0872
H -1.3922 8.2503 1.1254
H -2.5550 6.7219 2.6810
H -2.9680 4.3748 2.0178
H 1.0617 2.4208 -0.4682
H 2.5077 4.4209 -0.7425
H 2.6925 6.0828 1.0733
H 1.4068 5.7945 3.1640
H -0.0857 3.8313 3.4297
H -2.5791 2.9299 3.2554
H -3.0533 2.6895 5.6709
H -1.9150 0.9248 6.9717
H -0.3814 -0.6511 5.8557
H 0.1258 -0.3946 3.4293
O 1.8566 -1.3004 2.5843
C 2.8630 -0.8942 3.1327
C 2.9895 -0.7053 4.6227
C 3.3041 0.7876 4.8910
C 2.7986 1.7430 3.7915
C 3.7268 1.9384 2.5790
C 3.7521 0.7407 1.6238
N 3.9704 -0.4888 2.4057
H 3.7884 -1.3476 5.0028
H 2.0569 -1.0098 5.0951
H 4.3789 0.9303 5.0250
H 2.8413 1.0662 5.8382
H 2.6471 2.7243 4.2453
H 1.8179 1.4063 3.4383
H 4.7442 2.1253 2.9394
H 3.4125 2.8295 2.0311
H 4.5574 0.8382 0.8955
H 2.8034 0.6373 1.0949
H 4.7862 -0.3811 2.9971
S -0.5508 -2.3197 -2.0580
```

Calculated values
HOMO energy, eV: -12.37
Frontier orbital gap, Eh: 0.300
Total charge: +2
Relative energy (zero: lowest compared OMol25 entry of this formula, charge and spin), kcal per mole: 0.0
Multiplicity: 1
Calculated total energy, eV: -145586.605


Q: Look up the frontier orbital gap of the third one.
A: 0.300 Eh